# 1
Below is 2 unconnected molecules or ions with the total composition C3H7ClF2N2 at a distorted geometry, with properties calculated with ωB97M-V with the def2-TZVPD basis set.

Summary:
- Net charge: 0
- Frontier orbital gap (alpha / beta): 7.204 / 7.205 eV
- Energy above the lowest of the compared OMol25 structures with the same formula, charge and spin: 1.736 eV
- LUMO level (alpha / beta): 0.09 / 0.09 eV
- E_HOMO (alpha / beta): -0.2613 / -0.2613 hartree

Each atom is followed by the atoms it is bonded to, with distances in Å.
Positions of all 15 atoms, in Å:
1 C 1.27160 1.34123 -1.07985  C2 1.495, H9 1.101, H10 1.046, H11 1.097
2 C 0.88306 0.06616 -0.40278  C1 1.495, N5 1.314, H12 1.017
3 C -1.87449 -0.18243 -0.32809  F6 1.454, F7 1.413, Cl8 1.799
4 N 0.38396 -1.34642 1.53600  N5 1.378, H13 0.983, H14 1.023
5 N 0.81555 -0.21501 0.87931  C2 1.314, N4 1.378, H15 0.961
6 F -1.56410 -1.59208 -0.50511  C3 1.454
7 F -3.02010 0.05940 -1.11984  C3 1.413
8 Cl -2.20475 0.04519 1.42607  C3 1.799
9 H 1.94508 1.23351 -1.94410  C1 1.101
10 H 0.51740 1.76438 -1.66852  C1 1.046
11 H 1.43894 2.14581 -0.35322  C1 1.097
12 H 0.85473 -0.84230 -0.85904  C2 1.017
13 H 0.13199 -1.99330 0.83959  N4 0.983
14 H -0.40418 -1.01967 2.10044  N4 1.023
15 H 0.82531 0.53554 1.47914  N5 0.961

# 2
Below is 3 unconnected molecules or ions with the total composition C3H7ClN at a distorted geometry, with properties calculated with ωB97M-V with the def2-TZVPD basis set.

Summary:
- Net charge: +1
- Frontier orbital gap: 7.428 eV
- Energy above the lowest of the compared OMol25 structures with the same formula, charge and spin: 6.444 eV
- LUMO level: -6.38 eV
- E_HOMO: -0.5073 hartree

Each atom is followed by the atoms it is bonded to, with distances in Å.
Positions of all 12 atoms, in Å:
1 C 1.54673 -0.14096 -0.07958  C3 1.254, H6 1.067
2 C 3.79776 0.60989 0.39362  Cl5 1.612, H7 1.032
3 C 0.57293 0.44962 0.44420  C1 1.254, H8 1.163, H9 1.029
4 N -1.79850 -0.62719 -0.26672  H10 1.055, H11 1.068, H12 1.030
5 Cl 5.06443 -0.11644 -0.29018  C2 1.612
6 H 1.62343 -0.99899 -0.70967  C1 1.067
7 H 3.92317 1.62975 0.49101  C2 1.032
8 H -0.44616 -0.10329 0.35841  C3 1.163
9 H 0.81454 1.22135 1.08122  C3 1.029
10 H -2.65199 -0.29682 0.25790  N4 1.055
11 H -1.89171 -1.67654 -0.44205  N4 1.068
12 H -1.87720 -0.17396 -1.18796  N4 1.030

- Look up the energy above the lowest of the compared OMol25 structures with the same formula, charge and spin of the second one.
  6.444 eV

- Number 1 is which compound?
  C3H7ClF2N2

- What is the formula in the first record?
  C3H7ClF2N2